(1)
C10H17N3OS2 | ωB97M-V with the def2-TZVPD basis set

Results
LUMO (eV): 0.56
Frontier orbital gap (eV): 9.05
Molecular weight (g mol⁻¹): 259.4
HOMO (eV): -8.5
Energy above the lowest of the compared OMol25 structures with the same formula, charge and spin (kJ/mol): 3.8

Each line ends with the Löwdin charge.
CARTESIAN COORDINATES (ANGSTROEM)
C -6.498907 -0.938091 1.031666  -0.11
C -6.420987 0.572089 0.840876  -0.27
C -5.429839 0.989607 -0.245812  -0.23
C -3.976191 0.711117 0.128378  -0.24
C -3.012373 1.206179 -0.947016  -0.28
C -1.560400 0.938915 -0.589938  -0.46
H -1.308217 1.347023 0.388078  0.08
H -0.883501 1.348624 -1.337754  0.07
S -1.238407 -0.868861 -0.521250  0.98
C 0.470641 -0.838254 -0.272168  -0.84
N 1.145507 -1.951899 -0.157801  -0.33
S 2.727612 -1.618919 0.070102  1.03
C 2.403534 0.106198 -0.000165  -0.56
N 1.138696 0.336935 -0.189152  0.06
N 3.299639 1.118306 0.117128  0.11
C 4.669589 1.127249 0.322016  -0.51
O 5.234567 2.190158 0.387267  0.09
C 5.341388 -0.206056 0.447452  -0.04
H 4.930092 -0.762608 1.287573  0.07
H 6.404136 -0.045209 0.606586  0.09
H 5.196213 -0.792860 -0.457704  0.07
H 2.886072 2.043608 0.040569  0.17
H -3.135219 2.283864 -1.083847  0.12
H -3.245693 0.718956 -1.895921  0.11
H -3.745963 1.204574 1.075721  0.12
H -3.826463 -0.360926 0.261533  0.08
H -5.545298 2.060366 -0.433909  0.11
H -5.670722 0.463897 -1.172443  0.11
H -7.411591 0.944119 0.568574  0.10
H -6.140226 1.043928 1.785297  0.10
H -6.742435 -1.427511 0.091198  0.07
H -5.554744 -1.336952 1.392383  0.06
H -7.270400 -1.186749 1.756902  0.07

Cartesian forces (eV/Å) of the 3 atoms listed first:
0.0 0.2 0.1
0.0 -0.1 -0.2
0.1 0.0 0.4



(2)
C7H15NO | ωB97M-V with the def2-TZVPD basis set

Results
LUMO (eV): 0.90
Frontier orbital gap (eV): 8.90
Molecular weight (g mol⁻¹): 129.2
SMILES string: CO[C@@H]1CC(C)(C)[C@@H]1N
HOMO (eV): -8.0
Energy above the lowest of the compared OMol25 structures with the same formula, charge and spin (kJ/mol): 309.5

Each line ends with the Löwdin charge.
CARTESIAN COORDINATES (ANGSTROEM)
C 1.275690 0.297703 -0.007708  -0.42
C -0.096175 -0.958955 0.258626  -0.22
C -0.791004 0.349701 0.321725  -0.22
C 0.169796 1.284143 -0.365032  -0.09
C -3.326587 0.025525 0.336585  -0.18
C 2.112054 -0.158974 -1.181823  -0.07
C 2.132425 0.670606 1.183270  -0.06
N -0.238963 -1.860042 -0.792323  0.06
O -2.198791 0.175560 -0.467172  -0.21
H 0.005155 -1.466970 1.215698  0.13
H -1.072628 0.650798 1.331592  0.14
H -0.745973 -2.704571 -0.568743  0.09
H -0.549565 -1.425347 -1.652128  0.09
H 0.232809 2.259286 0.112983  0.12
H -0.013311 1.410363 -1.429572  0.12
H -3.668194 0.987735 0.752005  0.08
H -3.138079 -0.645974 1.194452  0.08
H -4.153396 -0.397924 -0.244947  0.08
H 2.764850 0.648469 -1.525051  0.09
H 1.490940 -0.452358 -2.026916  0.07
H 2.726501 -1.014448 -0.903475  0.08
H 2.734731 -0.177445 1.509070  0.08
H 1.531614 1.018315 2.023068  0.08
H 2.816099 1.484805 0.925815  0.08

Cartesian forces (eV/Å) of the 3 atoms listed first:
-0.1 -2.2 -0.5
3.4 2.0 1.1
-5.1 0.0 -1.7



(3)
C5H14 | ωB97M-V with the def2-TZVPD basis set

Results
LUMO (eV): 1.11
Frontier orbital gap (eV): 12.36
Molecular weight (g mol⁻¹): 74.2
SMILES string: CCC.CC
HOMO (eV): -11.2
Energy above the lowest of the compared OMol25 structures with the same formula, charge and spin (kJ/mol): 67.6

Each line ends with the Löwdin charge.
CARTESIAN COORDINATES (ANGSTROEM)
C -0.618008 2.390397 0.267575  -0.30
C 0.737341 2.559243 -0.409806  -0.13
C -1.492924 1.225905 -0.284434  -0.10
H -0.460026 2.301021 1.341819  0.09
H -1.204891 3.299667 0.132976  0.09
H 0.759402 3.284959 -1.232291  0.07
H -0.909023 0.725051 -1.027655  0.04
H 1.159692 1.655816 -0.851894  0.06
H 1.451358 3.003867 0.289630  0.06
H -1.666000 0.555956 0.539950  0.06
H -2.311548 1.600515 -0.885388  0.06
C 1.276620 -3.022435 0.571368  -0.16
C -0.088212 -2.549120 -0.026902  -0.16
H 1.098272 -3.387368 1.581183  0.06
H 1.490742 -3.949495 0.035567  0.05
H 2.045647 -2.268662 0.474272  0.06
H 0.024180 -1.780634 -0.787376  0.05
H -0.710107 -2.276013 0.823291  0.05
H -0.582521 -3.368666 -0.551882  0.06

Cartesian forces (eV/Å) of the 3 atoms listed first:
-0.5 0.1 -0.5
0.6 0.8 -0.3
1.4 1.0 0.0



(4)
C4H4O3 | ωB97M-V with the def2-TZVPD basis set

Results
LUMO (eV): 0.27
Frontier orbital gap (eV): 9.51
Molecular weight (g mol⁻¹): 100.1
HOMO (eV): -9.2
Energy above the lowest of the compared OMol25 structures with the same formula, charge and spin (kJ/mol): 571.9

Each line ends with the Löwdin charge.
CARTESIAN COORDINATES (ANGSTROEM)
O -0.844492 1.185318 0.710226  0.13
C -0.317167 0.993807 -0.592160  -0.21
C -0.780464 -0.111766 0.202464  -0.48
C -0.571435 -1.412886 0.769013  0.00
O -1.811315 -1.004218 0.103867  0.06
C 1.919444 0.377017 -0.463853  0.12
O 1.050387 1.319566 -0.746384  -0.07
H -0.886830 1.433320 -1.406552  0.17
H 0.023775 -2.148092 0.234167  0.12
H -0.664375 -1.539517 1.845453  0.13
H 2.882469 0.907453 -0.656243  0.03

Cartesian forces (eV/Å) of the 3 atoms listed first:
0.0 0.1 0.1
-0.2 0.0 -0.2
0.1 -0.1 0.0



(5)
B2F8Sn | ωB97M-V with the def2-TZVPD basis set

Results
LUMO (eV): -2.25
Frontier orbital gap (eV): 8.17
Molecular weight (g mol⁻¹): 292.3
HOMO (eV): -10.4
Energy above the lowest of the compared OMol25 structures with the same formula, charge and spin (kJ/mol): 339.6

Each line ends with the Löwdin charge.
CARTESIAN COORDINATES (ANGSTROEM)
Sn 0.646254 -1.898067 -0.593492  1.73
B -0.691006 -0.539257 1.161808  -1.32
F -1.751776 -0.906937 1.998688  0.16
F -1.126026 -0.681567 -0.174332  0.06
F -0.218956 0.761883 1.269888  0.16
F 0.323844 -1.423187 1.373778  0.09
B 0.580894 0.935743 -1.026802  -1.55
F 1.339364 1.534823 -1.977382  0.21
F 1.234664 -0.022937 -0.328772  0.07
F 0.126304 1.837893 -0.127842  0.18
F -0.463556 0.401613 -1.575542  0.21

Cartesian forces (eV/Å) of the 3 atoms listed first:
-0.6 -1.4 -1.9
-4.3 4.8 3.3
0.8 0.3 -0.5



(6)
C32H29F2NO2 | ωB97M-V with the def2-TZVPD basis set

Results
LUMO (eV): -1.47
Frontier orbital gap (eV): 5.55
Molecular weight (g mol⁻¹): 497.6
HOMO (eV): -7.0

Each line ends with the Löwdin charge.
CARTESIAN COORDINATES (ANGSTROEM)
C -3.141600 0.871871 -5.415822  -0.04
C -2.692864 0.869975 -4.009839  -0.22
C -3.383603 0.137397 -3.050281  -0.20
F -4.525267 -0.515002 -3.443530  0.05
C -3.010436 0.079694 -1.722048  0.06
C -1.764179 0.642500 -1.325085  -0.16
C -1.110521 0.346867 -0.082671  0.00
C -1.728863 -0.413683 0.978564  -0.22
C -2.543245 -1.548798 0.734023  0.02
C -2.998715 -2.305781 1.794320  -0.20
F -3.763332 -3.415395 1.527756  0.05
C -2.698869 -2.003727 3.121207  -0.21
C -3.194392 -2.907829 4.187551  -0.04
C -1.942895 -0.847118 3.372824  -0.02
C -1.479225 -0.063248 2.330672  -0.02
C -1.186380 1.565945 -2.252475  -0.03
C -1.580718 1.611184 -3.575378  -0.02
H -2.589343 1.632130 -5.970543  0.08
H -2.965307 -0.095028 -5.900073  0.09
H -4.213191 1.081189 -5.480268  0.09
H -3.669897 -0.397656 -1.008050  0.11
H -0.378134 1.087632 0.239332  0.10
H -2.810843 -1.851342 -0.277082  0.11
H -2.934977 -2.497135 5.166702  0.08
H -4.284669 -3.026452 4.124617  0.09
H -2.751922 -3.911572 4.119025  0.09
H -1.745656 -0.554678 4.410533  0.12
H -0.881005 0.829256 2.533328  0.12
H -0.420831 2.266079 -1.907420  0.10
H -1.046462 2.259086 -4.280741  0.12
C -0.599013 -4.195610 -2.554998  -0.07
C -0.670590 -3.812864 -1.097856  -0.20
O -0.077416 -2.479643 -1.010059  -0.04
C 0.372147 -2.059633 0.208502  -0.48
C 0.985014 -0.708379 0.026640  -0.11
N 1.560675 -0.093705 1.046942  0.13
C 2.251448 1.040052 1.034401  -0.15
C 2.735457 1.543609 2.322642  -0.16
C 3.189017 2.870986 2.520871  -0.05
C 3.755361 3.258044 3.736950  -0.08
C 3.872833 2.326977 4.778346  -0.08
C 3.388463 1.017005 4.606005  -0.07
C 2.804636 0.643288 3.395407  -0.02
C 2.631755 1.723042 -0.205049  -0.13
C 3.860438 2.412851 -0.325483  -0.03
C 4.246407 2.967650 -1.542249  -0.07
C 3.450060 2.797119 -2.684474  -0.07
C 2.252238 2.077956 -2.593215  -0.06
C 1.839635 1.613158 -1.352761  -0.06
O 0.286127 -2.692778 1.245682  0.11
H -1.345392 -4.965030 -2.771155  0.08
H -0.763330 -3.334262 -3.218941  0.08
H 0.390274 -4.627093 -2.768512  0.08
H -1.708918 -3.748610 -0.741557  0.11
H -0.105042 -4.512000 -0.465082  0.13
H 1.369874 -0.601362 -1.010548  0.14
H 3.126173 3.604110 1.717877  0.11
H 4.131405 4.278623 3.871018  0.11
H 4.347758 2.607320 5.720756  0.10
H 3.477832 0.271150 5.401192  0.10
H 2.416594 -0.363633 3.225387  0.12
H 4.519039 2.500751 0.539232  0.11
H 5.181958 3.522222 -1.607367  0.11
H 3.753391 3.206231 -3.646016  0.10
H 1.630941 1.868851 -3.468035  0.11
H 0.880097 1.117244 -1.273641  0.04

Cartesian forces (eV/Å) of the 3 atoms listed first:
-0.2 0.1 -0.7
0.5 -0.2 0.5
-0.3 0.3 0.1



Number 1: F_max 1.19 eV/A. Number 2: F_max 5.40 eV/A. Number 3: F_max 2.02 eV/A. Number 4: F_max 0.50 eV/A. Number 5: F_max 8.25 eV/A. Number 6: F_max 2.72 eV/A.